The following is a quantum chemistry calculation of a cluster of 7 separate species, C19H40N6O5 in total at a distorted geometry, from OMol25.

Structure (ORCA input):
```
! wB97M-V def2-TZVPD RIJCOSX def2/J DEFGRID3
* xyz 0 1
C -12.7095 -11.7187 21.2803
N -12.6810 -13.1101 21.7172
C -11.7921 -13.9711 20.9825
C -13.2539 -13.4861 22.8689
O -13.2193 -14.5937 23.3746
H -13.0579 -11.6986 20.2440
H -11.7364 -11.2311 21.3150
H -13.4635 -11.1960 21.8623
H -12.2462 -14.2039 20.0158
H -10.7925 -13.5848 20.7624
H -11.5546 -14.9276 21.4471
H -13.7865 -12.6663 23.3796
C -7.0299 -9.4311 17.1201
N -7.3492 -8.7781 15.8569
C -7.7742 -7.3790 15.9386
C -7.3101 -9.4337 14.6940
O -7.5169 -8.9369 13.5993
H -7.1037 -10.5100 17.0166
H -7.7336 -9.1198 17.8930
H -6.0412 -9.1039 17.4462
H -8.6812 -7.3178 16.5399
H -6.9245 -6.8320 16.3386
H -8.0604 -7.0377 14.9479
H -7.0399 -10.4953 14.8092
C -13.1376 -5.7303 17.7532
N -12.6372 -6.8955 18.4382
C -11.2020 -7.1174 18.3252
C -13.4163 -7.8013 19.0487
O -13.0158 -8.7683 19.6670
H -14.2229 -5.6337 17.7311
H -12.7360 -5.6563 16.7434
H -12.8431 -4.8332 18.3117
H -10.8958 -7.9355 18.9614
H -11.0198 -7.3117 17.2586
H -10.6708 -6.1703 18.4474
H -14.4909 -7.6210 18.9028
C -11.7766 -12.3540 16.4443
N -10.5216 -11.9630 17.0644
C -10.4373 -10.8899 18.0267
C -9.4310 -12.6559 16.6571
O -8.2803 -12.4625 17.0115
H -11.7027 -13.2218 15.7981
H -12.3557 -11.5953 15.9150
H -12.4252 -12.6809 17.2687
H -10.8400 -9.9302 17.7063
H -11.0774 -11.2494 18.8389
H -9.4488 -10.7145 18.4364
H -9.6859 -13.5165 16.0238
C -6.3588 -14.8881 16.3193
C -6.1056 -15.6707 15.0456
C -7.2310 -15.7420 14.0661
O -5.0231 -16.1701 14.8279
H -6.0267 -13.8528 16.2746
H -5.8139 -15.3580 17.1369
H -7.4271 -14.8950 16.5250
H -7.2791 -16.5639 13.3551
H -7.1964 -14.8291 13.4581
H -8.1972 -15.7092 14.5772
C -10.6738 -17.7933 18.9611
C -10.9054 -16.5299 18.3034
N -11.0299 -15.5336 17.7455
H -10.6350 -17.6988 20.0425
H -9.7133 -18.1021 18.5390
H -11.4691 -18.4856 18.6904
C -10.7657 -13.3757 12.4882
C -11.4210 -12.0855 12.5137
N -11.8573 -11.0288 12.5596
H -9.6962 -13.1906 12.3867
H -11.1642 -14.0772 11.7610
H -10.8985 -13.8684 13.4570
*
```

**Strongest force on any atom**: 2.377 eV/Å
**Orbital gap**: 0.349 hartree
**LUMO level**: 0.32 eV
**E**: -1452.64848 Ha


The following is a quantum chemistry calculation of a cluster of 3 separate species, C19H40NO10S2 in total at a distorted geometry, from OMol25.

Structure (ORCA input):
```
! wB97M-V def2-TZVPD RIJCOSX def2/J DEFGRID3
* xyz -1 1
C -1.2716 3.0515 2.2527
C -1.6233 3.8920 1.2157
C -2.2247 3.2323 -0.0846
N -1.7683 3.8767 -1.3244
C -0.4114 3.4738 -1.7388
C -0.2903 3.8978 -3.2639
C 0.7645 4.2613 -0.9984
C 1.6414 3.2628 -0.1522
C 3.1493 3.3095 -0.6385
O -1.9570 1.8507 0.0053
C -2.5762 1.1143 -1.0376
C -2.0522 -0.3994 -0.8988
O -1.3483 -0.5314 0.3447
C -2.0146 -1.3896 1.2506
C -3.3321 -0.8112 1.8486
C -3.8050 3.5041 0.0212
O -4.3307 3.5587 1.1528
O -4.4994 3.7012 -1.0153
H -0.2342 2.9011 2.6118
H -2.0602 2.4281 2.7252
H -1.5215 4.9953 1.2680
H -1.7080 4.8724 -1.1005
H -0.2197 2.3852 -1.7228
H -0.1536 5.0070 -3.3404
H 0.5841 3.4330 -3.7689
H -1.2423 3.6779 -3.8034
H 0.3268 5.0108 -0.2960
H 1.3592 4.8524 -1.7327
H 1.2910 2.2109 -0.1986
H 1.5881 3.5596 0.9221
H 3.2359 2.8461 -1.6416
H 3.7664 2.8188 0.1423
H 3.3965 4.3905 -0.7705
H -2.2259 1.4573 -2.0369
H -3.6823 1.0582 -0.9563
H -1.4256 -0.7035 -1.7690
H -2.9439 -1.0696 -0.8147
H -1.3131 -1.5321 2.1120
H -2.2181 -2.4112 0.8527
H -3.7436 -1.6029 2.5301
H -4.1279 -0.6169 1.0990
H -3.1798 0.0823 2.4905
O -2.6118 -4.3045 2.5058
S -2.0373 -4.8871 3.6790
O -1.0744 -5.9453 3.5955
O -3.2184 -5.3343 4.6688
C -4.2120 -6.2409 4.1710
C -3.6784 -7.6541 4.0279
C -1.3648 -3.6051 4.6876
H -4.6177 -5.8740 3.2249
H -5.0285 -6.2365 4.8939
H -2.9004 -7.7083 3.2668
H -4.4772 -8.3397 3.7393
H -3.2374 -7.9946 4.9664
H -2.0994 -2.8093 4.7884
H -0.4720 -3.2333 4.1875
H -1.1010 -4.0219 5.6572
O 4.7624 1.2086 -3.0139
S 5.9821 0.5493 -3.3635
O 6.4898 0.5731 -4.7032
O 5.9139 -0.9703 -2.8585
C 4.8258 -1.7884 -3.3162
C 4.9811 -2.1869 -4.7717
C 7.2634 1.0935 -2.2785
H 3.8736 -1.2804 -3.1450
H 4.8274 -2.6850 -2.6958
H 4.9222 -1.3192 -5.4283
H 4.1938 -2.8830 -5.0659
H 5.9528 -2.6549 -4.9400
H 6.9042 1.0477 -1.2532
H 7.5034 2.1202 -2.5491
H 8.1360 0.4591 -2.4181
*
```

**Strongest force on any atom**: 3.894 eV/Å
**Orbital gap**: 0.202 hartree
**LUMO level**: 1.97 eV
**E**: -2351.32557 Ha


The following is a quantum chemistry calculation of a structure of composition C19H40NP3SeW at a distorted geometry, from OMol25.

Structure (ORCA input):
```
! wB97M-V def2-TZVPD RIJCOSX def2/J DEFGRID3
* xyz 4 3
W -0.5001 0.1546 0.2935
P -2.2071 0.2721 1.9352
P -0.1724 2.6324 -0.2135
P 1.2041 -0.1253 1.8213
H -0.5930 -1.8544 -1.6964
C -0.3714 -1.8519 -0.6259
C -1.5134 -1.9426 0.2812
H -2.5126 -1.9474 -0.1594
C -3.9208 0.1144 1.3520
C -2.2772 1.8063 2.9105
C -2.1215 -1.0454 3.2057
C 1.0194 3.1263 -1.5422
C -1.7052 3.5306 -0.7312
C 0.3778 3.6199 1.2468
C 1.3002 -1.8533 2.3566
C 1.1138 0.7943 3.3928
C 2.9237 0.2416 1.3850
H 0.5241 -2.4421 -0.3889
H -1.4120 -2.5745 1.1614
H -4.0769 -0.7881 0.7490
H -4.2171 0.9791 0.7434
H -4.5823 0.0705 2.2333
H -2.4463 2.6702 2.2609
H -1.3502 1.9688 3.4675
H -3.1107 1.7373 3.6244
H -2.0926 -2.0351 2.7443
H -3.0126 -0.9945 3.8476
H -1.2381 -0.9612 3.8448
H 0.8917 4.2022 -1.7997
H 0.8304 2.5218 -2.4459
H 2.0567 2.9483 -1.2000
H -1.4097 4.5271 -1.0946
H -2.4096 3.6548 0.1051
H -2.2152 3.0091 -1.5556
H 0.5290 4.6738 0.9505
H 1.3344 3.2236 1.6171
H -0.3817 3.5860 2.0469
H 2.1537 -1.9495 3.0422
H 1.4624 -2.5442 1.5259
H 0.4048 -2.1976 2.8810
H 2.0187 0.5795 3.9728
H 0.2523 0.5420 4.0085
H 1.0839 1.8706 3.2261
H 3.6325 -0.1979 2.0963
H 3.0974 1.3159 1.3045
H 3.1432 -0.1698 0.3890
C 2.9749 -1.8942 -2.7845
C 2.3506 -3.1713 -2.8050
C 2.8407 -4.2163 -3.6016
C 4.0143 -4.0634 -4.3575
C 4.6872 -2.8255 -4.3244
C 4.1809 -1.7634 -3.5391
Se 2.2792 -0.3697 -1.8105
H 0.6536 -0.3142 -1.4835
H 1.4574 -3.3507 -2.1999
H 2.2726 -5.1539 -3.6253
H 4.3852 -4.9006 -4.9670
H 5.6022 -2.6853 -4.9221
H 4.7132 -0.8064 -3.5263
C -4.0399 0.4175 -2.7401
C -2.8803 0.4359 -1.9165
N -2.0199 0.5299 -1.1142
H -3.7641 0.6136 -3.7822
H -4.7095 1.1944 -2.3528
H -4.5026 -0.5751 -2.7172
*
```

**Strongest force on any atom**: 5.148 eV/Å
**Orbital gap (spin up / spin down)**: 0.227 / 0.218 hartree
**LUMO level (spin up / spin down)**: -14.64 / -14.96 eV
**E**: -4293.64400 Ha


The following is a quantum chemistry calculation of a structure of composition C19H40NiP2 at a distorted geometry, from OMol25.

Structure (ORCA input):
```
! wB97M-V def2-TZVPD RIJCOSX def2/J DEFGRID3
* xyz 0 3
P 0.3826 -3.3655 1.3024
P -0.1908 2.8304 0.4847
C -0.2012 -2.2422 -0.1060
C 0.2800 -0.8054 -0.2914
H -1.2870 -2.1446 0.0627
H -0.0680 -2.8249 -1.0404
H -0.1769 -0.0877 0.4383
H 1.3909 -0.6922 -0.3360
C -1.5739 3.9967 0.4099
H -2.0745 3.9953 1.3862
H -2.2566 3.6006 -0.3596
H -1.2456 5.0072 0.1320
C 1.2696 3.8764 0.1572
H 1.1329 4.4992 -0.7373
H 2.0938 3.1676 -0.0214
H 1.4836 4.4927 1.0390
C -0.5487 -4.9012 1.2704
H -0.3641 -5.4128 2.2224
H -0.2110 -5.5390 0.4468
H -1.6219 -4.7054 1.1662
C 2.1117 -3.7737 1.1090
H 2.7387 -2.8747 1.1442
H 2.2955 -4.3071 0.1668
H 2.3834 -4.4317 1.9442
Ni -0.0144 0.0648 -2.0836
C 0.5005 1.6784 -2.8687
C -0.9050 1.5861 -2.6154
C -1.8103 1.0662 -3.7003
C -1.4090 -0.3536 -4.2460
C -0.5573 -1.1811 -3.3119
C 0.8693 -1.0400 -3.2415
C 1.6236 -0.1942 -4.2407
C 1.0921 1.2659 -4.1974
C 0.0834 -2.5973 2.8752
H 1.0848 2.3954 -2.2754
H -1.3437 2.1421 -1.7737
H -1.8631 1.7597 -4.5588
H -2.8245 0.9904 -3.2694
H -2.3447 -0.8949 -4.4308
H -0.8918 -0.2530 -5.2060
H -1.0224 -2.0801 -2.8921
H 1.4559 -1.8044 -2.7110
H 1.5317 -0.6120 -5.2634
H 2.7078 -0.2694 -4.0069
H 1.9136 1.9249 -4.5037
H 0.3075 1.3819 -4.9556
H 0.5293 -1.6018 2.9121
H 0.5377 -3.2342 3.6438
H -0.9938 -2.5304 3.0602
C -1.4385 0.4632 4.3805
C -0.3139 1.4292 3.9763
C 1.0514 0.8843 4.3995
C -0.4335 2.0109 2.5948
H -1.2230 -0.5757 4.1130
H -2.3874 0.7310 3.9141
H -1.5945 0.4968 5.4664
H -0.4773 2.3225 4.6093
H 1.1288 -0.2024 4.3082
H 1.8601 1.3305 3.8199
H 1.2239 1.1310 5.4539
H 0.0918 3.0024 2.5495
H -1.4874 2.0086 2.2850
*
```

**Relative energy (zero: lowest compared OMol25 entry of this formula, charge and spin)**: 112.3 kcal/mol
**Strongest force on any atom**: 6.145 eV/Å
**Orbital gap (spin up / spin down)**: 0.137 / 0.231 hartree
**LUMO level (spin up / spin down)**: 0.07 / 0.06 eV
**E**: -2938.57189 Ha